1.
Formula: C15H24N4O
Source: OMol25
Level of theory: ωB97M-V/def2-TZVPD

Geometry (Å):
C (-7.270, -1.034, -0.168)
C (-5.984, -1.768, -0.400)
C (-6.032, -0.278, -0.538)
C (-5.351, 0.588, 0.500)
C (-3.924, 0.815, 0.162)
N (-3.483, 1.108, -1.029)
O (-2.134, 1.233, -0.890)
C (-1.855, 0.999, 0.397)
C (-0.451, 1.036, 0.887)
N (0.217, -0.205, 0.524)
C (1.329, -0.560, 1.383)
C (2.589, 0.269, 1.116)
N (2.984, 0.110, -0.271)
C (4.239, 0.775, -0.583)
C (5.406, 0.157, 0.153)
C (5.704, -1.298, -0.061)
C (6.630, -0.258, -0.608)
C (1.910, 0.547, -1.144)
C (0.643, -0.269, -0.863)
N (-2.922, 0.742, 1.088)
H (-8.056, -1.126, -0.902)
H (-7.632, -0.952, 0.846)
H (-5.885, -2.366, -1.293)
H (-5.475, -2.183, 0.456)
H (-5.969, 0.133, -1.537)
H (-5.394, 0.124, 1.486)
H (-5.852, 1.560, 0.555)
H (0.036, 1.937, 0.481)
H (-0.491, 1.109, 1.974)
H (1.023, -0.462, 2.426)
H (1.560, -1.610, 1.184)
H (3.395, -0.097, 1.753)
H (2.404, 1.332, 1.367)
H (4.395, 0.664, -1.660)
H (4.191, 1.858, -0.358)
H (5.570, 0.551, 1.148)
H (6.029, -1.889, 0.781)
H (5.072, -1.832, -0.752)
H (7.593, -0.127, -0.138)
H (6.645, -0.099, -1.675)
H (2.213, 0.385, -2.181)
H (1.702, 1.627, -1.020)
H (-0.168, 0.072, -1.508)
H (0.848, -1.319, -1.084)

## Properties
SMILES	C1CC1Cc1noc(CN2CCN(CC3CC3)CC2)n1
energy relative to the best compared isomer or geometry (same formula, charge and spin)	2.975	eV
orbital gap	0.344	Eh
highest occupied orbital energy	-8.4	eV
lowest unoccupied orbital energy	0.95	eV
E_tot	-23949.5290	eV
total charge	0

=====

2.
Formula: C15H24N4O3S
Source: OMol25
Level of theory: ωB97M-V/def2-TZVPD

Geometry (Å):
C (-6.602, -0.883, 0.371)
C (-5.566, -1.797, -0.272)
C (-4.287, -1.062, -0.671)
C (-3.544, -0.492, 0.540)
N (-2.227, 0.024, 0.182)
C (-1.149, -0.811, 0.045)
N (-1.350, -2.109, 0.215)
C (0.127, -0.287, -0.259)
C (1.318, -1.122, -0.375)
S (1.362, -2.779, -0.196)
N (2.477, -0.466, -0.656)
C (3.767, -0.964, -0.733)
O (4.067, -2.119, -0.580)
C (4.768, 0.137, -1.016)
C (5.350, 0.731, 0.283)
C (4.254, 1.289, 1.189)
C (6.185, -0.309, 1.024)
C (0.230, 1.138, -0.463)
O (1.253, 1.769, -0.735)
N (-0.938, 1.882, -0.357)
C (-0.815, 3.312, -0.593)
C (-2.172, 1.393, -0.040)
O (-3.158, 2.090, 0.051)
H (-6.259, -0.516, 1.335)
H (-6.804, -0.028, -0.270)
H (-7.533, -1.422, 0.527)
H (-5.323, -2.611, 0.415)
H (-5.996, -2.244, -1.171)
H (-4.535, -0.237, -1.341)
H (-3.636, -1.747, -1.220)
H (-4.100, 0.361, 0.934)
H (-3.442, -1.231, 1.339)
H (-2.260, -2.484, 0.407)
H (-0.499, -2.709, 0.125)
H (2.362, 0.551, -0.770)
H (4.299, 0.930, -1.600)
H (5.584, -0.297, -1.596)
H (6.006, 1.559, -0.012)
H (3.613, 1.982, 0.650)
H (3.641, 0.485, 1.591)
H (4.701, 1.820, 2.027)
H (7.023, -0.635, 0.413)
H (6.575, 0.108, 1.950)
H (5.583, -1.182, 1.265)
H (-0.120, 3.742, 0.128)
H (-0.427, 3.483, -1.596)
H (-1.801, 3.756, -0.483)

## Properties
SMILES	CCCCn1c(N)c(C(=S)NC(=O)CC(C)C)c(=O)n(C)c1=O
energy relative to the best compared isomer or geometry (same formula, charge and spin)	0.000	eV
orbital gap	0.304	Eh
highest occupied orbital energy	-8.1	eV
lowest unoccupied orbital energy	0.23	eV
E_tot	-38885.1672	eV
total charge	0

=====

3.
Formula: C15H24N6O6Ti
Source: OMol25
Level of theory: ωB97M-V/def2-TZVPD

Geometry (Å):
O (-0.390, -1.458, -4.158)
H (-0.613, -1.497, -5.116)
Ti (-0.572, 0.151, -1.066)
N (1.136, -0.959, -1.182)
N (-1.137, -1.654, -0.297)
N (0.524, 1.802, -0.550)
N (-1.678, 0.980, 0.406)
O (2.343, -0.498, -1.236)
O (1.846, 2.082, -0.784)
O (-2.611, 0.359, 1.150)
O (-2.192, -1.963, 0.413)
C (-0.379, -2.695, -0.761)
C (0.852, -2.297, -1.329)
C (-0.193, 2.771, 0.069)
C (-1.379, 2.276, 0.699)
C (1.802, -3.175, -2.052)
H (1.770, -2.991, -3.139)
H (1.542, -4.226, -1.879)
H (2.815, -2.983, -1.683)
C (-0.924, -4.076, -0.704)
H (-1.880, -4.116, -1.249)
H (-1.097, -4.417, 0.330)
H (-0.226, -4.780, -1.178)
C (0.364, 4.138, 0.232)
C (-2.151, 3.051, 1.697)
H (1.034, 4.392, -0.598)
H (0.930, 4.187, 1.179)
H (-0.453, 4.875, 0.255)
H (-2.760, 2.379, 2.301)
H (-2.801, 3.780, 1.197)
H (-1.473, 3.616, 2.349)
H (2.228, 1.167, -1.037)
H (-2.503, -0.671, 0.859)
C (-1.719, 0.075, -2.683)
H (-1.166, -0.953, -3.681)
H (-1.706, 1.031, -3.235)
H (-2.753, -0.260, -2.574)
O (0.708, 0.787, -3.101)
H (0.381, 0.018, -3.664)
H (1.253, 1.343, -3.725)
N (4.027, 1.906, 4.026)
C (3.068, 1.295, 3.725)
C (1.882, 0.548, 3.398)
C (1.064, -0.021, 4.395)
C (-0.059, -0.753, 3.991)
C (-0.309, -0.864, 2.615)
N (0.431, -0.277, 1.688)
C (1.537, 0.375, 2.051)
H (1.335, 0.094, 5.442)
H (-0.739, -1.235, 4.689)
H (-1.160, -1.455, 2.256)
H (2.150, 0.797, 1.247)

## Properties
orbital gap (spin up / spin down)	0.221 / 0.196	Eh
<S²>	0.889
highest occupied orbital energy (spin up / spin down)	-11.0 / -10.8	eV
lowest unoccupied orbital energy (spin up / spin down)	-4.95 / -5.50	eV
spin multiplicity	2
E_tot	-60271.0330	eV
total charge	+1

=====

4.
Formula: C15H24NO3
Source: OMol25
Level of theory: ωB97M-V/def2-TZVPD

Geometry (Å):
C (1.169, 5.541, -2.952)
C (0.793, 4.125, -2.325)
C (-0.006, 3.173, -3.132)
C (-0.218, 2.040, -2.605)
C (0.207, 1.806, -1.231)
O (0.039, 0.555, -0.642)
C (-0.582, -0.605, -1.641)
C (-0.632, -1.730, -0.658)
O (0.942, -2.020, -0.325)
C (-1.483, -1.688, 0.568)
N (-0.755, -2.541, 1.539)
C (-0.996, -1.923, 3.002)
C (-0.084, -3.022, 3.833)
O (-1.121, -4.247, 3.759)
C (-0.791, -4.852, 2.577)
C (-1.559, -3.942, 1.444)
C (1.123, 2.668, -0.641)
C (1.522, 3.946, -1.126)
C (1.997, 4.878, -0.333)
H (0.861, 6.292, -2.227)
H (2.396, 5.782, -3.229)
H (0.713, 5.823, -3.962)
H (-0.232, 3.626, -4.300)
H (-0.775, 1.378, -3.319)
H (-1.789, -0.231, -1.729)
H (0.169, -0.825, -2.594)
H (-0.774, -2.635, -1.243)
H (1.386, -1.189, -0.187)
H (-2.395, -1.686, 0.447)
H (-1.253, -0.684, 0.775)
H (0.183, -2.519, 1.433)
H (-0.300, -1.017, 2.892)
H (-1.962, -1.952, 3.170)
H (-0.449, -2.593, 5.010)
H (0.833, -3.109, 3.678)
H (-1.186, -5.679, 2.734)
H (0.207, -4.950, 2.176)
H (-1.245, -4.204, 0.509)
H (-2.449, -3.799, 1.856)
H (1.295, 2.375, 0.181)
H (2.925, 5.195, -0.895)
H (2.407, 4.368, 0.674)
H (1.497, 5.686, -0.322)

## Properties
SMILES	Cc1ccc(OC[C@@H](O)C[NH+]2CCOCC2)cc1C
energy relative to the best compared isomer or geometry (same formula, charge and spin)	14.872	eV
orbital gap	0.285	Eh
highest occupied orbital energy	-10.3	eV
lowest unoccupied orbital energy	-2.50	eV
E_tot	-23556.3627	eV
total charge	+1

=====

5.
Formula: C15H25BrIMnO3P2
Source: OMol25
Level of theory: ωB97M-V/def2-TZVPD

Geometry (Å):
C (-0.064, -0.053, -2.291)
I (2.482, -0.009, -1.431)
H (0.750, 0.070, -3.018)
H (-0.757, 0.796, -2.451)
H (-0.628, -0.959, -2.577)
Mn (-0.164, -0.121, -0.170)
P (-0.015, 2.185, 0.076)
C (-1.442, 2.963, 0.896)
C (1.383, 2.649, 1.138)
H (1.518, 3.737, 1.117)
H (0.393, 4.228, -1.161)
H (2.287, 2.146, 0.780)
H (1.005, 2.790, -2.053)
H (-1.564, 2.501, 1.886)
H (1.164, 2.318, 2.160)
C (0.183, 3.186, -1.445)
H (-1.282, 4.045, 1.007)
H (-0.748, 3.147, -2.027)
H (-2.351, 2.774, 0.310)
P (0.048, -2.397, -0.180)
C (-1.514, -3.269, 0.122)
C (0.723, -3.243, -1.658)
H (2.091, -2.347, 1.087)
H (1.344, -3.984, 1.107)
H (0.661, -2.671, 2.123)
C (1.152, -2.906, 1.170)
H (1.729, -2.860, -1.880)
H (0.766, -4.325, -1.461)
H (-1.334, -4.351, 0.107)
H (-2.237, -2.998, -0.657)
H (0.074, -3.054, -2.524)
H (-1.894, -2.955, 1.105)
C (-1.862, -0.156, 0.694)
O (-3.030, -0.105, 0.760)
Br (-2.470, 1.929, 4.383)
C (-1.443, 0.615, 5.302)
C (-1.175, 0.805, 6.664)
C (-0.573, -0.212, 7.414)
C (-0.252, -1.424, 6.799)
C (-0.497, -1.602, 5.445)
C (-1.032, -0.576, 4.669)
C (-1.226, -0.829, 3.201)
O (-1.579, -1.968, 2.844)
O (-0.977, 0.199, 2.466)
H (-1.439, 1.755, 7.134)
H (-0.370, -0.046, 8.473)
H (0.189, -2.235, 7.377)
H (-0.288, -2.546, 4.951)

## Properties
energy relative to the best compared isomer or geometry (same formula, charge and spin)	0.000	eV
orbital gap (spin up / spin down)	0.268 / 0.181	Eh
<S²>	6.252
highest occupied orbital energy (spin up / spin down)	-15.4 / -15.3	eV
lowest unoccupied orbital energy (spin up / spin down)	-8.10 / -10.35	eV
spin multiplicity	5
E_tot	-150125.5237	eV
total charge	+2

=====

Repeat the second record exactly.
Formula: C15H24N4O3S
Source: OMol25
Level of theory: ωB97M-V/def2-TZVPD

Geometry (Å):
C (-6.602, -0.883, 0.371)
C (-5.566, -1.797, -0.272)
C (-4.287, -1.062, -0.671)
C (-3.544, -0.492, 0.540)
N (-2.227, 0.024, 0.182)
C (-1.149, -0.811, 0.045)
N (-1.350, -2.109, 0.215)
C (0.127, -0.287, -0.259)
C (1.318, -1.122, -0.375)
S (1.362, -2.779, -0.196)
N (2.477, -0.466, -0.656)
C (3.767, -0.964, -0.733)
O (4.067, -2.119, -0.580)
C (4.768, 0.137, -1.016)
C (5.350, 0.731, 0.283)
C (4.254, 1.289, 1.189)
C (6.185, -0.309, 1.024)
C (0.230, 1.138, -0.463)
O (1.253, 1.769, -0.735)
N (-0.938, 1.882, -0.357)
C (-0.815, 3.312, -0.593)
C (-2.172, 1.393, -0.040)
O (-3.158, 2.090, 0.051)
H (-6.259, -0.516, 1.335)
H (-6.804, -0.028, -0.270)
H (-7.533, -1.422, 0.527)
H (-5.323, -2.611, 0.415)
H (-5.996, -2.244, -1.171)
H (-4.535, -0.237, -1.341)
H (-3.636, -1.747, -1.220)
H (-4.100, 0.361, 0.934)
H (-3.442, -1.231, 1.339)
H (-2.260, -2.484, 0.407)
H (-0.499, -2.709, 0.125)
H (2.362, 0.551, -0.770)
H (4.299, 0.930, -1.600)
H (5.584, -0.297, -1.596)
H (6.006, 1.559, -0.012)
H (3.613, 1.982, 0.650)
H (3.641, 0.485, 1.591)
H (4.701, 1.820, 2.027)
H (7.023, -0.635, 0.413)
H (6.575, 0.108, 1.950)
H (5.583, -1.182, 1.265)
H (-0.120, 3.742, 0.128)
H (-0.427, 3.483, -1.596)
H (-1.801, 3.756, -0.483)

## Properties
SMILES	CCCCn1c(N)c(C(=S)NC(=O)CC(C)C)c(=O)n(C)c1=O
energy relative to the best compared isomer or geometry (same formula, charge and spin)	0.000	eV
orbital gap	0.304	Eh
highest occupied orbital energy	-8.1	eV
lowest unoccupied orbital energy	0.23	eV
E_tot	-38885.1672	eV
total charge	0

=====

> Among the records above, which one has the highest total charge?

C15H25BrIMnO3P2